1.
CBrClFO2S as an isolated structure at a distorted geometry, computed with the ωB97M-V functional and the def2-TZVPD basis.

Calculated values
E	-101249.5890	eV
F_max	3.150	eV/A
HOMO-LUMO gap	7.25	eV
molar mass	210.431	g/mol
lowest unoccupied orbital energy	3.0	eV
total charge	-1

Positions of all 7 atoms, in Å:
Br 0.01392 0.71111 0.05193
Cl 3.24688 1.34262 -0.70778
S -2.43688 -0.96549 0.07963
F 2.56203 0.61265 1.46744
O -2.28954 -1.86092 -1.06182
O -3.45642 -0.00478 -0.03649
C 2.36001 0.16480 0.20708

2.
A 5-piece molecular cluster, CBrClIO4S overall at a distorted geometry, computed with the ωB97M-V functional and the def2-TZVPD basis.

Calculated values
E	-110728.4302	eV
F_max	4.429	eV/A
HOMO-LUMO gap (alpha / beta)	5.73 / 3.58	eV
molar mass	350.335	g/mol
lowest unoccupied orbital energy (alpha / beta)	0.6 / -2.0	eV
total charge	-1

Positions of all 9 atoms, in Å:
I 0.02532 1.26141 -0.17192
Br 0.86873 4.72687 0.18432
Cl 4.11379 0.74302 4.34061
S 1.40256 -2.17585 -0.83905
O 2.63809 -2.91630 -0.93054
O -3.25507 1.43478 -1.14755
O -3.11469 -0.55637 -0.20041
O 0.23676 -3.00154 -0.62151
C -2.91549 0.48397 -0.61395

3.
One molecule with the formula CBrClNO2P at a distorted geometry, computed with the ωB97M-V functional and the def2-TZVPD basis.

Calculated values
E	-98476.8384	eV
F_max	3.550	eV/A
HOMO-LUMO gap	11.06	eV
molar mass	204.347	g/mol
lowest unoccupied orbital energy	-0.6	eV

Positions of all 7 atoms, in Å:
Br -2.40283 0.98439 0.10547
Cl -1.04735 -1.72724 -1.22710
P -1.20596 -0.72034 0.39487
O -1.46568 -1.49196 1.59168
O 0.48315 -0.10040 0.59077
N 1.25736 1.23581 -1.32217
C 0.84179 0.64256 -0.42707

4.
An isolated ion of composition CBrClNO5S and charge -1 at a distorted geometry, computed with the ωB97M-V functional and the def2-TZVPD basis.

Calculated values
E	-106163.1800	eV
F_max	1.609	eV/A
HOMO-LUMO gap	8.14	eV
molar mass	253.437	g/mol
lowest unoccupied orbital energy	2.9	eV
total charge	-1

Positions of all 10 atoms, in Å:
Br 2.34748 -1.29337 0.21499
Cl 2.83249 1.73191 -0.20945
S -1.64907 -0.70262 -0.30265
O -0.21317 -0.39376 0.75940
O -2.51066 0.41773 -0.04893
O -2.07582 -1.96182 0.23083
O -0.02683 1.77106 0.28223
O -0.99189 -0.72573 -1.58187
N 0.49698 0.66748 0.37719
C 1.79048 0.48910 0.27825

5.
A 2-piece molecular cluster, CBrN3O2 overall at a distorted geometry, computed with the ωB97M-V functional and the def2-TZVPD basis.

Calculated values
E	-79637.8253	eV
F_max	4.452	eV/A
HOMO-LUMO gap (alpha / beta)	10.02 / 6.52	eV
molar mass	165.934	g/mol
lowest unoccupied orbital energy (alpha / beta)	-0.7 / -3.0	eV

Positions of all 7 atoms, in Å:
Br 0.71536 1.50551 2.20560
O 1.19787 -1.10475 -1.39144
O 0.23352 -2.74536 -0.28340
N 0.30499 1.20122 0.45598
N -1.99275 1.49041 -0.36108
N 0.48672 -1.69691 -0.71571
C -0.94572 1.34988 0.09004

6.
One molecule with the formula CBrNO3, computed with the ωB97M-V functional and the def2-TZVPD basis.

Calculated values
E	-78708.4736	eV
F_max	0.792	eV/A
HOMO-LUMO gap	9.88	eV
molar mass	153.919	g/mol
lowest unoccupied orbital energy	-1.4	eV

Positions of all 6 atoms, in Å:
Br -2.13553 -0.06748 -0.00003
O -0.06995 1.75836 0.00009
O 1.77492 -0.16385 -0.00021
O 0.18970 -1.63521 0.00015
N 0.63612 -0.52598 -0.00005
C -0.39527 0.63416 0.00005

7.
One molecule with the formula CBrNO3 at a distorted geometry, computed with the ωB97M-V functional and the def2-TZVPD basis.

Calculated values
E	-78707.5383	eV
F_max	4.344	eV/A
HOMO-LUMO gap	8.73	eV
molar mass	153.919	g/mol
lowest unoccupied orbital energy	-2.2	eV

Positions of all 6 atoms, in Å:
Br 2.57958 0.07303 0.05554
O 0.37277 1.55033 -0.32707
O 0.30963 -1.88184 -0.29711
O -1.37410 0.45544 0.44806
N -0.21532 0.54474 -0.04485
C 0.58891 -0.72337 -0.18602

8.
A 2-piece molecular cluster, CCl2FNO overall at a distorted geometry, computed with the ωB97M-V functional and the def2-TZVPD basis.

Calculated values
E	-32333.0312	eV
F_max	3.176	eV/A
HOMO-LUMO gap (alpha / beta)	8.07 / 8.10	eV
molar mass	131.921	g/mol
lowest unoccupied orbital energy (alpha / beta)	-0.7 / -0.9	eV

Positions of all 6 atoms, in Å:
Cl -1.66140 -0.83504 -0.62431
Cl -0.29714 1.79147 -0.22076
F -0.78213 0.08017 1.60994
O 2.06759 -0.23170 -0.70543
N 1.23906 -0.94207 -0.28897
C -0.56597 0.13717 0.22954

9.
A 2-piece molecular cluster, CCl2FO2S overall at a distorted geometry, computed with the ωB97M-V functional and the def2-TZVPD basis.

Calculated values
E	-43727.9706	eV
F_max	4.184	eV/A
HOMO-LUMO gap (alpha / beta)	4.64 / 4.45	eV
molar mass	165.980	g/mol
lowest unoccupied orbital energy (alpha / beta)	0.5 / 0.2	eV
total charge	-1

Positions of all 7 atoms, in Å:
Cl -1.95713 -2.76481 2.39502
Cl -0.31934 -1.97362 -0.27042
S 0.33798 0.70756 -0.91897
F 1.03509 -0.45265 1.29780
O -0.85733 0.90585 -1.75561
O 0.85385 1.91961 -0.28064
C -0.08368 -0.39898 0.46553

10.
CCl2N4O15Zr as an isolated structure at a distorted geometry, computed with the ωB97M-V functional and the def2-TZVPD basis.

Calculated values
E	-64020.4873	eV
F_max	5.680	eV/A
HOMO-LUMO gap	5.67	eV
molar mass	470.154	g/mol
lowest unoccupied orbital energy	9.6	eV
total charge	-4

Positions of all 23 atoms, in Å:
Zr -7.98876 8.87359 17.25401
Cl -9.35670 9.71406 15.40434
Cl -6.33556 10.99643 16.84086
O -6.06977 8.73826 18.70541
O -10.38787 7.00290 19.67503
O -6.02317 6.78977 14.12169
O -4.57842 7.10043 15.58245
O -9.43397 6.64690 16.60316
O -6.54780 7.88555 15.98941
O -8.46561 7.55768 19.08698
O -8.78390 10.30435 18.47541
O -10.47974 4.98699 17.34941
O -8.33309 12.35249 19.15873
O -9.36106 4.65914 15.53121
O -8.80164 6.95468 21.16286
O -5.68885 7.61182 20.53980
O -4.16380 7.79132 19.06212
O -10.36346 11.47408 19.37031
N -9.21688 7.18854 20.03245
N -9.78052 5.43566 16.40098
N -5.76724 7.20867 15.26433
N -5.33986 8.03305 19.43574
C -9.17434 11.43015 19.01262

11.
A 2-piece molecular cluster, CCl3F2N overall at a distorted geometry, computed with the ωB97M-V functional and the def2-TZVPD basis.

Calculated values
E	-45525.6628	eV
F_max	3.342	eV/A
HOMO-LUMO gap	9.76	eV
molar mass	170.373	g/mol
lowest unoccupied orbital energy	-0.9	eV

Positions of all 7 atoms, in Å:
Cl 2.04982 -0.68646 2.08806
Cl -2.31070 1.13955 -1.06779
Cl -2.66142 0.17517 -2.79702
F 1.98230 1.03566 0.26008
F -0.50016 -1.34647 0.59870
N 0.17962 -0.30850 0.15472
C 1.26054 -0.00895 0.76326

12.
A 2-piece molecular cluster, CCl3F2P overall at a distorted geometry, computed with the ωB97M-V functional and the def2-TZVPD basis.

Calculated values
E	-53326.6706	eV
F_max	1.711	eV/A
HOMO-LUMO gap (alpha / beta)	6.88 / 8.42	eV
molar mass	187.340	g/mol
lowest unoccupied orbital energy (alpha / beta)	-1.3 / -0.8	eV

Positions of all 7 atoms, in Å:
Cl 0.68026 -0.49821 -1.00120
Cl 2.13118 1.65419 0.24552
Cl 3.18506 -1.05824 0.33604
P -1.95253 -0.27820 0.30334
F -3.45842 -0.85374 0.37917
F -2.39450 1.06470 -0.46842
C 1.80895 -0.03051 0.20556

13.
CCl4OS as an isolated structure at a distorted geometry, computed with the ωB97M-V functional and the def2-TZVPD basis.

Calculated values
E	-64008.3783	eV
F_max	4.077	eV/A
HOMO-LUMO gap	7.92	eV
molar mass	201.889	g/mol
lowest unoccupied orbital energy	-1.6	eV

Positions of all 7 atoms, in Å:
Cl 0.26203 0.43573 2.21072
Cl -1.82398 -1.85200 -2.39437
Cl -1.08718 1.72398 0.19401
Cl 0.57377 -2.25199 0.10957
S 0.22313 -1.50223 -1.59063
O 1.43261 1.97178 0.52485
C 0.41962 1.47473 0.94584

14.
A 2-piece molecular cluster, CClF3 overall at a distorted geometry, computed with the ωB97M-V functional and the def2-TZVPD basis.

Calculated values
E	-21709.0198	eV
F_max	4.018	eV/A
HOMO-LUMO gap	10.32	eV
molar mass	104.458	g/mol
lowest unoccupied orbital energy	-1.5	eV

Positions of all 5 atoms, in Å:
Cl 1.70923 0.48576 0.00013
F -0.32565 -0.55416 1.11645
F -0.16636 -1.05027 -0.94736
F -1.32732 1.31382 -0.12141
C 0.11010 -0.19515 -0.04781

15.
A 2-piece molecular cluster, CClF3OS overall at a distorted geometry, computed with the ωB97M-V functional and the def2-TZVPD basis.

Calculated values
E	-34592.3273	eV
F_max	3.584	eV/A
HOMO-LUMO gap	8.71	eV
molar mass	152.524	g/mol
lowest unoccupied orbital energy	-1.2	eV

Positions of all 7 atoms, in Å:
Cl -0.92227 -0.98557 -1.35732
S 1.52773 0.05330 0.30768
F -1.72668 0.61031 0.46302
F -1.10898 -1.43405 1.09883
F 1.24376 1.66533 -0.12651
O 1.82817 -0.65936 -0.89726
C -0.88086 -0.37724 0.22046

16.
CClI3S as an isolated structure at a distorted geometry, computed with the ωB97M-V functional and the def2-TZVPD basis.

Calculated values
E	-48693.2722	eV
F_max	1.322	eV/A
HOMO-LUMO gap (alpha / beta)	7.87 / 5.89	eV
molar mass	460.243	g/mol
lowest unoccupied orbital energy (alpha / beta)	-1.4 / -2.3	eV

Positions of all 6 atoms, in Å:
I 1.45417 -1.53071 -0.08072
I 1.81897 2.12101 -0.27790
I 0.16100 0.52973 2.28323
Cl -2.14196 -1.67647 -1.47999
S -2.18412 0.18396 -0.86001
C 0.89194 0.37248 0.41539

17.
A 2-piece molecular cluster, CClIS overall at a distorted geometry, computed with the ωB97M-V functional and the def2-TZVPD basis.

Calculated values
E	-32492.1516	eV
F_max	1.538	eV/A
HOMO-LUMO gap (alpha / beta)	9.95 / 4.30	eV
molar mass	206.435	g/mol
lowest unoccupied orbital energy (alpha / beta)	-0.5 / -3.5	eV

Positions of all 4 atoms, in Å:
I 1.55287 -3.67511 1.90430
Cl -0.06048 -0.12860 -0.03721
S -0.74192 2.50573 -1.43464
C -0.75048 1.29797 -0.43245

18.
A 2-piece molecular cluster, CClN3O3 overall at a distorted geometry, computed with the ωB97M-V functional and the def2-TZVPD basis.

Calculated values
E	-24161.9286	eV
<S²>	2.021
F_max	2.138	eV/A
multiplicity	3
HOMO-LUMO gap (alpha / beta)	10.70 / 6.94	eV
molar mass	137.482	g/mol
lowest unoccupied orbital energy (alpha / beta)	-0.1 / -3.7	eV

Positions of all 8 atoms, in Å:
Cl 0.59536 -0.86976 2.92577
O -0.89685 1.71995 0.77078
O -0.07031 -1.41308 1.66816
O -0.16212 1.54169 -1.23914
N -0.38641 1.14779 -0.11985
N 0.23190 -0.10250 0.15550
N 0.53435 -1.77983 -1.59664
C 0.28993 -0.96162 -0.83225

19.
CClNS2 as an isolated structure at a distorted geometry, computed with the ωB97M-V functional and the def2-TZVPD basis.

Calculated values
E	-36717.6783	eV
F_max	2.647	eV/A
HOMO-LUMO gap (alpha / beta)	6.62 / 6.62	eV
molar mass	125.605	g/mol
lowest unoccupied orbital energy (alpha / beta)	-3.2 / -3.2	eV

Positions of all 5 atoms, in Å:
Cl 0.00914 1.78734 -0.78893
S 0.49339 -0.98913 1.22408
S 0.19954 1.73488 1.19236
N -0.52607 -1.34915 -1.35754
C -0.17600 -1.18393 -0.26997

20.
CClO2P as an isolated structure at a distorted geometry, computed with the ωB97M-V functional and the def2-TZVPD basis.

Calculated values
E	-26942.8799	eV
F_max	3.520	eV/A
HOMO-LUMO gap	9.26	eV
molar mass	110.436	g/mol
lowest unoccupied orbital energy	-1.0	eV

Positions of all 5 atoms, in Å:
Cl 0.07412 2.53631 -0.45391
P -0.10647 0.58564 -0.25560
O -0.07357 0.02981 -1.61546
O -0.39634 -1.85563 1.31737
C 0.50226 -1.29612 1.00759